Molecular formula: C8H16N2
Method: DFT, ωB97M-V with the def2-TZVPD basis set

Last column: natural (NBO) charge in e.
Geometry (Å):
C: -0.09 1.04 2.48  -0.196
H: 0.14 0.86 1.42  0.178
H: -0.34 -2.50 -4.40  0.223
H: 0.78 0.62 4.42  0.205
H: 0.76 -0.80 3.26  0.208
H: -0.90 2.95 2.16  0.205
C: -0.19 -1.08 -2.75  0.101
H: 0.66 0.82 -3.45  0.217
H: 1.96 0.58 3.11  0.203
H: -1.75 0.83 3.80  0.202
H: 0.70 -1.15 0.36  0.204
H: -2.16 0.91 2.07  0.206
H: -1.86 -1.96 -3.63  0.227
C: -1.50 0.53 2.79  -0.605
C: 0.93 0.30 3.39  -0.613
N: 1.01 0.12 -1.35  -0.516
C: 0.57 -0.94 -0.70  0.154
C: 0.56 0.06 -2.64  -0.134
H: -1.49 -0.57 2.62  0.206
C: -0.03 2.55 2.71  -0.600
C: -0.89 -1.65 -3.95  -0.631
H: 1.58 0.90 -0.91  0.422
H: -0.12 2.73 3.72  0.198
H: -1.05 -0.87 -4.69  0.212
N: -0.15 -1.69 -1.53  -0.477
H: 0.91 2.90 2.36  0.202

Summary:
E_HOMO in eV: -8.66
Total charge: 0
Energy above the lowest of the compared OMol25 structures with the same formula, charge and spin in kJ/mol: 56.11
Structure (SMILES): Cc1c[nH]cn1.CC(C)C
Kohn-Sham gap in eV: 9.35

Molecular formula: C4H6O2
Method: DFT, ωB97M-V with the def2-TZVPD basis set

Last column: natural (NBO) charge in e.
Geometry (Å):
O: 0.21 1.90 0.52  -0.526
C: 1.47 0.27 -0.70  -0.725
H: 1.89 1.13 -1.24  0.240
O: -1.84 -1.38 -0.88  -0.507
H: 1.08 -0.47 -1.41  0.239
H: -0.81 -0.04 1.84  0.248
H: -2.50 0.27 0.09  0.123
C: -1.72 -0.51 -0.05  0.447
H: 0.02 -1.32 0.87  0.237
C: -0.50 -0.36 0.84  -0.619
C: 0.40 0.73 0.25  0.605
H: 2.28 -0.21 -0.13  0.240

Summary:
E_HOMO in eV: -9.98
Total charge: 0
Energy above the lowest of the compared OMol25 structures with the same formula, charge and spin in kJ/mol: 72.64
Structure (SMILES): CC(=O)CC=O
Kohn-Sham gap in eV: 10.53